(1)
Entry from OMol25: C32H24AuClF6N2O7P2S4Te as an isolated structure (ωB97M-V with the def2-TZVPD basis set).

## Properties
Multiplicity ... 3
Energy above the lowest of the compared OMol25 structures with the same formula, charge and spin ... 0.447 eV
Highest occupied orbital energy (alpha / beta) ... -2.20 / -3.05 eV
E ... -5608.62329 a.u.
Total charge ... -2

Each line ends with the Mulliken charge.
Positions of all 80 atoms, in Å:
Au (2.44187, 1.31186, 0.85096)  0.151
Te (-2.09744, -1.58814, 1.41654)  0.138
C (-3.28470, -1.24102, -0.29785)  0.119
C (-3.25024, -2.13300, -1.36094)  -0.170
C (-3.99522, -1.84671, -2.49527)  -0.475
N (-4.76349, -0.76598, -2.62626)  -0.722
C (-4.78166, 0.08511, -1.60103)  -0.400
C (-4.07099, -0.10553, -0.42427)  -0.189
C (-0.29863, -0.70052, 0.69414)  -1.134
P (0.69734, -1.59537, -0.43286)  0.599
C (0.46692, -3.38991, -0.30691)  0.904
C (0.04779, -4.22228, -1.34388)  -0.601
C (-0.13575, -5.58149, -1.12449)  -0.652
C (0.09965, -6.13158, 0.12749)  -0.484
C (0.53530, -5.31342, 1.16194)  -0.763
C (0.71856, -3.95899, 0.94425)  -0.194
C (0.40458, -1.14404, -2.14445)  1.796
C (-0.57446, -0.22652, -2.55675)  -0.411
C (-0.75541, 0.01807, -3.92073)  -0.116
C (0.05990, -0.58496, -4.85442)  -0.491
C (1.09132, -1.43548, -4.45278)  -0.955
C (1.25984, -1.69580, -3.10792)  -0.857
P (0.70549, 0.16966, 1.88076)  1.555
C (-0.33600, 1.36834, 2.76404)  0.845
C (-0.64043, 2.53030, 2.03941)  -0.054
C (-1.28949, 3.59316, 2.65611)  -0.751
C (-1.65739, 3.49508, 3.98832)  -0.577
C (-1.36198, 2.35137, 4.71805)  -0.860
C (-0.68829, 1.30304, 4.10689)  -1.076
C (1.32246, -0.96166, 3.20088)  0.848
C (2.69915, -1.04271, 3.40248)  -0.349
C (3.23219, -1.93063, 4.32885)  -0.769
C (2.39707, -2.75138, 5.07005)  -0.499
C (1.02201, -2.67702, 4.88741)  -0.893
C (0.49382, -1.79062, 3.96123)  -0.178
H (-2.64192, -3.02855, -1.31765)  0.454
H (-3.97110, -2.52075, -3.34594)  0.389
H (-5.39044, 0.97396, -1.72994)  0.383
H (-4.10965, 0.63626, 0.36271)  0.390
H (-0.15272, -3.80521, -2.32177)  0.354
H (-0.47198, -6.21212, -1.93898)  0.391
H (-0.05535, -7.19064, 0.29545)  0.351
H (0.73218, -5.72942, 2.14265)  0.434
H (1.07872, -3.32807, 1.74820)  0.286
H (-1.01096, 0.39221, -0.79697)  -0.412
H (-1.52533, 0.72383, -4.20604)  0.424
H (-0.07861, -0.35846, -5.90485)  0.358
H (1.76521, -1.86913, -5.18012)  0.389
H (2.07565, -2.32736, -2.77384)  0.486
H (0.32097, 3.34380, 0.55695)  -0.400
H (-1.48503, 4.48780, 2.07855)  0.489
H (-2.17512, 4.32077, 4.46293)  0.369
H (-1.63084, 2.28543, 5.76503)  0.395
H (-0.41190, 0.43969, 4.69469)  0.349
H (3.35330, -0.40878, 2.81782)  0.284
H (4.30536, -1.98113, 4.46400)  0.411
H (2.81309, -3.44709, 5.78919)  0.373
H (0.35849, -3.30945, 5.46497)  0.409
H (-0.58082, -1.74576, 3.84315)  0.312
Cl (3.28000, -1.15579, -0.15556)  -0.399
O (1.73067, 4.43614, 0.61504)  -0.570
S (3.06095, 4.06414, 1.08796)  1.067
O (3.92203, 5.18578, 1.37035)  -0.690
O (3.71934, 3.03733, 0.20669)  -0.769
S (2.77699, 2.92863, 2.80188)  -0.414
F (3.13328, 1.28961, -3.74222)  -0.209
C (2.52581, 2.47548, -3.84313)  0.346
F (3.41886, 3.42305, -3.59888)  -0.203
F (2.10784, 2.60867, -5.12054)  -0.264
S (1.04565, 2.48095, -2.71122)  0.773
O (1.58118, 1.78497, -1.50974)  -0.343
O (-1.36900, 0.44789, -1.71031)  0.026
N (0.97710, 4.08051, -2.66008)  -0.638
S (-0.15587, 4.86366, -1.83318)  0.675
O (-0.01405, 6.29637, -2.13489)  -0.753
O (-0.28067, 2.58131, 0.73619)  0.560
C (-1.74994, 4.43394, -2.81101)  0.545
F (-2.40774, 5.54835, -3.16931)  -0.250
F (-1.55305, 3.71223, -3.92415)  -0.237
F (-2.57433, 3.72372, -2.01306)  -0.256

Atoms 1-6, force components in eV/Å:
Au 0.00 0.07 0.36
Te 0.15 0.03 -0.03
C 0.01 0.05 0.00
C -0.04 -0.02 -0.01
C -0.05 0.03 0.00
N 0.08 0.00 0.04

***

(2)
Entry from OMol25: an isolated ion of composition C3H5N4O3PS and charge -2 at a distorted geometry (ωB97M-V with the def2-TZVPD basis set).

## Properties
SMILES ... CO[P@@](=O)([O-])Cn1nnnc1[S-]
Energy above the lowest of the compared OMol25 structures with the same formula, charge and spin ... 0.000 eV
Highest occupied orbital energy ... -0.63 eV
E ... -1301.67429 a.u.
Total charge ... -2

Each line ends with the natural charge from an NBO analysis.
Positions of all 17 atoms, in Å:
C (-2.24376, -1.08619, -1.20609)  0.173
C (1.28614, 2.23157, 1.32248)  -0.279
C (-0.34498, -0.48422, 0.38990)  -0.607
N (-0.34622, -2.07929, -1.52294)  -0.072
N (-2.40135, -1.81082, -2.23882)  -0.405
N (-1.20729, -2.46642, -2.39242)  -0.148
N (-0.93802, -1.21125, -0.69023)  -0.238
O (1.87501, 0.57246, -0.97022)  -1.196
O (2.26578, -1.43489, 0.55424)  -1.161
O (1.72447, 0.86300, 1.49846)  -0.853
P (1.50456, -0.25329, 0.26125)  2.361
S (-3.37086, -0.05959, -0.48538)  -0.563
H (2.02148, 2.85022, 1.74228)  0.148
H (0.36090, 2.62819, 1.75574)  0.144
H (1.25300, 2.19634, 0.24286)  0.236
H (-0.69147, -1.04802, 1.21199)  0.213
H (-0.74740, 0.59222, 0.52689)  0.248

Atoms 1-6, force components in eV/Å:
C 0.73 2.27 2.92
C -0.02 -1.99 -1.27
C 0.56 1.65 -0.28
N 0.62 -0.61 0.06
N 0.71 -1.98 -1.44
N 0.61 0.24 -0.09